(1)
{"formula": "CH2N2O3", "method": "ωB97M-V with the def2-TZVPD basis set", "e_homo_ev": -9.9, "e_lumo_ev": -0.9, "gap_ev": 8.925, "spin_multiplicity": 1, "smiles": "O=NC[N+](=O)[O-]", "species": ["C", "N", "N", "O", "O", "O", "H", "H"], "coordinates": [[0.16808, -0.50320, -0.07084], [1.12704, 1.00019, -0.28312], [-1.14778, 0.07242, 0.02653], [-1.89797, 0.09753, -0.94677], [2.11569, 1.07333, 0.30051], [-1.39233, 0.48257, 1.14955], [0.27814, -1.31490, -0.95254], [0.74912, -0.90794, 0.77667]], "atomic_forces_ev_per_a": [[3.37, -1.48, -2.58], [-1.29, -0.14, -0.97], [-0.64, -0.95, 0.63], [1.07, 0.13, 0.91], [-0.07, -0.93, 0.32], [-0.51, 0.54, -0.26], [-0.42, 2.49, 1.65], [-1.50, 0.34, 0.29]]}



(2)
{"formula": "C3HInO3", "method": "ωB97M-V with the def2-TZVPD basis set", "charge": 1, "e_homo_ev": [-14.2, -14.0], "e_lumo_ev": [-5.2, -8.7], "gap_ev": [9.025, 5.363], "spin_multiplicity": 2, "species": ["C", "C", "O", "H", "O", "C", "O", "In"], "coordinates": [[1.17641, 0.88439, 0.25894], [0.33539, 0.18043, 0.75675], [2.16274, 1.58304, -0.24582], [1.91118, 2.50666, -0.37397], [-0.46660, -0.67601, 1.39073], [-1.46402, -1.38060, 0.66663], [-1.21786, -1.38432, -0.55342], [-2.43725, -1.71360, -1.89983]], "atomic_forces_ev_per_a": [[0.42, 0.40, -0.15], [-0.13, -0.64, 0.03], [-0.98, -0.92, 0.26], [0.02, 0.28, 0.14], [-0.90, -0.04, 0.84], [3.81, 2.04, -2.12], [3.13, 0.42, 7.41], [-5.36, -1.53, -6.41]]}



ΔE to the lowest compared entry with this formula, charge and spin / eV: 4.610 1.330
F_max / eV/Å: 4.488 8.494
Electronic energy / eV: -10185.486 -14428.869